Entry 1:
Below is an isolated molecule of C6H9IN2, with properties calculated with ωB97M-V/def2-TZVPD.

Last column: Löwdin charge in e.
Positions of all 18 atoms, in Å:
C: 0.704 0.196 -0.310  -0.33
C: -0.288 -0.237 -1.067  0.03
C: -0.771 0.379 1.428  -0.64
C: 2.148 0.412 -0.791  -0.02
C: -0.826 -0.957 -2.146  -0.07
C: -1.091 0.568 2.861  -0.08
N: 0.462 0.506 1.037  0.09
N: -1.689 0.009 0.578  -0.38
I: -3.791 -0.008 0.802  0.69
H: 2.222 -0.289 -1.529  0.03
H: 2.311 1.525 -1.070  0.12
H: 2.911 0.240 0.007  0.09
H: -0.062 -1.359 -2.657  0.05
H: -1.441 -1.804 -1.738  0.12
H: -1.540 -0.384 -2.689  0.08
H: -1.899 1.354 2.950  0.08
H: -1.488 -0.292 3.366  0.06
H: -0.184 0.800 3.415  0.07

Properties
E_LUMO in eV: -0.68
Kohn-Sham gap in eV: 7.42
Total charge: 0
HOMO level in eV: -8.10

---

Entry 2:
Below is C6H9LaNO8S2 as an isolated structure, with properties calculated with ωB97M-V/def2-TZVPD.

Last column: Löwdin charge in e.
Positions of all 27 atoms, in Å:
La: -1.154 1.284 -0.324  2.05
O: -1.192 -1.184 0.837  -0.14
C: 0.020 -1.756 1.342  -0.21
C: 1.039 -1.767 0.227  -0.16
N: 1.392 -0.446 -0.269  -0.19
C: 2.193 0.394 0.631  -0.09
C: 1.220 1.517 0.967  -0.70
O: 1.013 2.376 0.050  -0.17
O: 0.344 1.298 1.835  -0.09
C: 1.756 -0.423 -1.681  -0.10
C: 0.533 -0.664 -2.587  -0.66
O: 0.579 -1.473 -3.494  0.04
O: -0.479 0.072 -2.253  -0.25
H: -1.821 -1.026 1.552  0.10
H: -0.169 -2.785 1.661  0.12
H: 0.371 -1.175 2.198  0.11
H: 0.643 -2.338 -0.615  0.14
H: 1.930 -2.311 0.583  0.13
H: 3.095 0.751 0.135  0.12
H: 2.458 -0.164 1.531  0.12
H: 2.528 -1.165 -1.926  0.12
H: 2.148 0.573 -1.888  0.13
O: -3.548 0.660 -0.171  -0.59
S: -3.803 2.030 0.408  -0.01
O: -2.802 2.129 1.507  -0.55
O: -5.168 2.273 0.776  -0.37
S: -3.124 3.320 -1.032  0.13

Properties
E_LUMO in eV: 2.46
Kohn-Sham gap in eV: 7.71
Total charge: -1
HOMO level in eV: -5.24

---

Entry 3:
Below is an isolated molecule of C6H9N, with properties calculated with ωB97M-V/def2-TZVPD.

Last column: Löwdin charge in e.
Positions of all 16 atoms, in Å:
H: -3.420 -0.654 -1.108  0.05
N: -2.718 0.086 -1.050  0.09
C: -1.844 -0.175 -0.167  -0.27
C: -0.803 0.862 0.198  -0.15
C: 0.647 0.352 0.300  -0.28
C: 1.784 1.142 0.944  -0.06
C: 0.883 -0.796 -0.278  -0.10
C: 1.007 -1.928 -0.911  0.01
H: -1.849 -1.084 0.455  0.12
H: -0.922 1.679 -0.530  0.12
H: -1.174 1.245 1.158  0.12
H: 1.801 2.161 0.545  0.07
H: 2.780 0.706 0.761  0.08
H: 1.668 1.212 2.034  0.08
H: 0.965 -2.868 -0.370  0.06
H: 1.194 -1.939 -1.981  0.06

Properties
SMILES: [H]/N=C/CC(C)=C=C
E_LUMO in eV: 1.04
Kohn-Sham gap in eV: 10.35
Total charge: 0
HOMO level in eV: -9.32

---

Entry 4:
Below is C6H9N as an isolated structure, with properties calculated with ωB97M-V/def2-TZVPD.

Last column: Löwdin charge in e.
Positions of all 16 atoms, in Å:
C: 2.111 0.383 -0.106  0.03
C: 0.782 0.484 -0.128  -0.37
C: -0.298 0.523 0.922  -0.16
C: -1.114 1.177 -0.203  -0.13
N: -0.315 0.308 -1.150  -0.03
C: -0.863 -1.037 -0.765  -0.16
C: -0.295 -1.041 0.664  -0.13
H: 2.665 -0.091 -0.909  0.06
H: 0.868 -1.104 0.469  0.12
H: 2.652 0.813 0.730  0.07
H: -0.207 0.890 1.947  0.13
H: -2.203 1.074 -0.270  0.11
H: -0.827 2.224 -0.359  0.12
H: -0.453 -1.826 -1.396  0.11
H: -1.961 -1.037 -0.902  0.12
H: -0.541 -1.739 1.455  0.10

Properties
E_LUMO in eV: 1.10
Kohn-Sham gap in eV: 9.73
Total charge: 0
HOMO level in eV: -8.63

---

Entry 5:
Below is an isolated molecule of C6H9N, with properties calculated with ωB97M-V/def2-TZVPD.

Last column: Löwdin charge in e.
Positions of all 16 atoms, in Å:
C: -0.065 1.638 1.349  -0.06
C: -0.412 0.449 0.494  -0.25
C: -1.668 -0.235 0.476  -0.06
C: -1.584 -1.278 -0.420  -0.12
N: -0.310 -1.268 -0.936  0.03
C: 0.398 -0.244 -0.380  -0.31
C: 1.804 -0.265 -0.866  -0.03
H: -0.956 2.233 1.586  0.07
H: 0.648 2.306 0.852  0.07
H: 0.380 1.330 2.303  0.07
H: -2.542 0.040 1.060  0.10
H: -2.335 -1.981 -0.742  0.10
H: 0.199 -1.727 -1.705  0.15
H: 2.282 0.719 -0.865  0.08
H: 1.733 -0.741 -1.890  0.09
H: 2.427 -0.977 -0.314  0.08

Properties
SMILES: Cc1cc[nH]c1C
E_LUMO in eV: 1.02
Kohn-Sham gap in eV: 8.81
Total charge: 0
HOMO level in eV: -7.79

---

Entry 6:
Below is a 2-piece molecular cluster, C6H9N overall, with properties calculated with ωB97M-V/def2-TZVPD.

Last column: Löwdin charge in e.
Positions of all 16 atoms, in Å:
C: 1.656 0.853 1.796  -0.12
C: 1.076 -0.084 0.820  -0.12
C: 1.125 -0.964 -0.064  -0.21
C: 0.564 -1.792 -0.990  -0.05
C: -1.257 -0.312 0.054  -0.13
C: -1.225 0.825 -0.854  -0.13
N: -2.427 0.350 -0.148  0.05
H: 1.350 1.884 1.581  0.07
H: 2.752 0.822 1.781  0.07
H: 1.327 0.621 2.815  0.07
H: 0.450 -2.854 -0.783  0.05
H: 0.577 -1.514 -2.042  0.05
H: -0.963 -1.122 0.683  0.08
H: -1.257 0.700 -1.935  0.10
H: -0.739 1.731 -0.500  0.10
H: -2.884 0.886 0.583  0.12

Properties
E_LUMO (alpha / beta) in eV: 0.57 / 0.55
Kohn-Sham gap (alpha / beta) in eV: 7.72 / 7.69
Total charge: 0
HOMO level (alpha / beta) in eV: -7.15 / -7.14

---

no.,largest force on an atom (eV/Å),calculated total energy (eV)
1,4.63,-17444.8342
2,1.19,-46775.8819
3,0.60,-7855.8213
4,3.52,-7853.5778
5,1.71,-7857.6440
6,0.42,-7851.1748